Molecular formula: C4H4O
Method: DFT, wB97M-V/def2-TZVPD

Geometry (Å):
C 0.718 0.727 0.035
C -0.714 0.738 -0.002
C -1.089 -0.564 -0.034
O -0.003 -1.376 -0.055
C 1.089 -0.574 -0.017
H 1.362 1.585 0.155
H -1.363 1.602 -0.030
H -2.045 -1.062 -0.003
H 2.045 -1.076 -0.048

Output
max |F| = 0.2 eV/A
charge = 0
HOMO-LUMO gap = 10.053 eV
calculated total energy = -6259.373 eV
multiplicity = 1
energy relative to the best compared isomer or geometry (same formula, charge and spin) = 0.2 kcal per mole
E_HOMO = -8.88 eV
SMILES = c1ccoc1

Here are the Mulliken charges for atoms 1 to 4, given in e:
1 C -0.29
2 C -0.28
3 C -0.34
4 O -0.27

***

Molecular formula: C5H11N2
Method: DFT, wB97M-V/def2-TZVPD

Geometry (Å):
C 2.305 -0.755 -0.597
C 1.247 0.012 -0.608
C 0.147 0.174 0.605
C -0.149 1.681 0.645
C -0.972 -0.613 0.105
N -1.542 -1.596 0.866
N -1.420 -0.246 -1.157
H 2.953 -0.778 -1.452
H 2.732 -1.309 0.321
H 0.927 0.296 -1.509
H 0.562 -0.317 1.518
H 0.126 2.215 -0.259
H 0.198 2.128 1.688
H -1.225 1.597 0.809
H -1.000 -1.874 1.677
H -2.421 -1.958 0.536
H -0.962 0.359 -1.700
H -2.354 -0.431 -1.452

Output
max |F| = 6.8 eV/A
charge = +1
HOMO-LUMO gap = 10.269 eV
calculated total energy = -8335.508 eV
multiplicity = 1
energy relative to the best compared isomer or geometry (same formula, charge and spin) = 37.1 kcal per mole
E_HOMO = -14.18 eV
SMILES = C=C[C@@H](C)C(N)=[NH2+]

Here are the Mulliken charges for atoms 1 to 4, given in e:
1 C -0.88
2 C -0.31
3 C 0.31
4 C -1.16

***

Molecular formula: C35H27Cl3FeN2O2
Method: DFT, wB97M-V/def2-TZVPD

Geometry (Å):
Fe 0.332 -0.610 -0.907
O 0.631 -2.463 -0.581
C 1.160 -2.459 0.713
C 0.066 -2.827 1.728
C -1.153 -1.945 1.709
C -2.072 -2.075 2.746
C -3.232 -1.326 2.717
C -3.451 -0.468 1.651
C -2.509 -0.394 0.641
C -2.750 0.439 -0.578
C -1.725 1.592 -0.704
O -0.460 1.012 -0.908
C -2.073 2.406 -1.963
C -2.002 1.766 -3.200
C -2.260 2.459 -4.372
C -2.579 3.810 -4.324
C -2.631 4.457 -3.101
C -2.381 3.760 -1.923
C -1.718 2.458 0.550
C -2.899 2.871 1.159
C -2.863 3.685 2.282
C -1.648 4.102 2.806
C -0.467 3.701 2.199
C -0.503 2.883 1.077
N -1.377 -1.116 0.689
C 2.240 -3.536 0.868
C 2.257 -4.612 -0.011
C 3.210 -5.612 0.134
C 4.139 -5.546 1.163
C 4.125 -4.470 2.038
C 3.174 -3.469 1.897
C 1.760 -1.063 0.961
C 1.502 -0.264 2.074
C 2.114 0.976 2.205
C 2.979 1.446 1.225
C 3.251 0.668 0.111
C 2.649 -0.583 -0.024
H 0.478 -2.876 2.737
H -0.254 -3.835 1.455
H -1.876 -2.767 3.554
H -3.966 -1.418 3.508
H -4.362 0.110 1.585
H -3.765 0.827 -0.580
H -2.608 -0.184 -1.464
H -1.728 0.719 -3.250
H -2.211 1.943 -5.323
H -2.765 4.357 -5.240
H -2.859 5.514 -3.057
H -2.422 4.284 -0.979
H -3.859 2.581 0.748
H -3.788 4.006 2.743
H -1.622 4.741 3.679
H 0.487 4.040 2.584
H 0.411 2.577 0.588
H 1.523 -4.647 -0.805
H 3.217 -6.449 -0.553
H 4.868 -6.337 1.285
H 4.853 -4.412 2.837
H 3.168 -2.629 2.584
H 0.835 -0.607 2.855
H 1.915 1.577 3.082
H 3.451 2.413 1.338
H 3.952 1.013 -0.637
H 2.933 -1.248 -0.834
Cl 1.795 0.394 -6.213
C 2.475 -0.434 -4.821
Cl 3.667 0.598 -4.006
Cl 3.199 -1.971 -5.275
C 1.410 -0.685 -3.841
N 0.617 -0.850 -3.035

Output
max |F| = 1.9 eV/A
charge = +1
HOMO-LUMO gap (spin up / spin down) = 8.469 / 6.856 eV
calculated total energy = -115757.046 eV
multiplicity = 6
E_HOMO (spin up / spin down) = -11.42 / -11.41 eV

Here are the Mulliken charges for atoms 1 to 4, given in e:
1 Fe 1.03
2 O -1.00
3 C 3.71
4 C -1.75

***

Molecular formula: C32H37BrF4N7O6PSY
Method: DFT, wB97M-V/def2-TZVPD

Geometry (Å):
Y -0.879 -0.654 -0.024
F 5.212 -3.923 3.383
C 4.227 -3.096 3.119
C 4.186 -1.848 3.703
F 5.130 -1.485 4.542
C 3.144 -0.984 3.416
F 3.153 0.182 4.054
C 2.126 -1.321 2.533
P 0.714 -0.207 2.188
C 1.389 1.468 2.196
C 0.795 2.515 2.896
C 1.345 3.789 2.835
C 2.482 4.019 2.070
C 3.055 2.981 1.345
C 2.506 1.710 1.399
C -0.287 -0.503 3.687
C -1.348 -1.404 3.585
C -2.119 -1.737 4.690
C -1.829 -1.165 5.920
C -0.761 -0.282 6.043
C 0.014 0.044 4.938
C 2.189 -2.599 1.988
Br 0.806 -3.299 0.889
C 3.214 -3.476 2.259
F 3.250 -4.684 1.714
H -0.087 2.342 3.499
H 0.895 4.601 3.394
H 2.922 5.009 2.040
H 3.934 3.163 0.740
H 2.955 0.906 0.823
H -1.580 -1.878 2.643
H -2.934 -2.445 4.595
H -2.423 -1.422 6.789
H -0.520 0.144 7.011
H 0.855 0.715 5.055
N -0.373 -2.190 -1.962
C 0.538 -1.461 -2.908
C 1.519 -2.461 -3.549
C 2.721 -1.948 -4.354
C 2.359 -1.122 -5.585
N 3.522 -0.357 -6.061
C 4.144 -0.447 -7.234
N 5.193 0.337 -7.486
N 3.739 -1.302 -8.170
C 1.186 -0.245 -2.237
O 2.068 0.362 -2.778
O 0.632 0.110 -1.076
H 0.134 -3.012 -1.654
H -1.159 -2.548 -2.491
H -0.090 -1.011 -3.679
H 0.917 -3.123 -4.178
H 1.927 -3.085 -2.747
H 3.304 -2.819 -4.661
H 3.359 -1.346 -3.714
H 1.570 -0.405 -5.358
H 1.988 -1.763 -6.380
H 3.889 0.308 -5.398
H 5.537 0.990 -6.804
H 5.687 0.287 -8.361
H 2.983 -1.941 -8.019
H 4.224 -1.369 -9.049
C -2.933 3.068 3.610
C -3.087 1.580 3.289
S -2.992 1.232 1.567
O -3.270 -0.179 1.311
O -1.651 1.549 1.032
C -4.169 2.386 0.836
C -4.957 1.942 -0.426
N -4.369 0.755 -1.059
C -3.130 0.759 -1.593
N -2.681 -0.485 -1.732
C -3.710 -1.318 -1.350
C -4.743 -0.563 -0.936
N -5.917 -1.063 -0.244
O -6.096 -2.253 -0.335
O -6.489 -0.302 0.518
C -2.407 1.985 -2.046
H -2.769 3.167 4.683
H -3.824 3.646 3.368
H -2.071 3.506 3.101
H -4.045 1.152 3.602
H -2.278 0.971 3.701
H -3.536 3.253 0.640
H -4.861 2.643 1.640
H -4.962 2.757 -1.143
H -5.974 1.709 -0.165
H -3.668 -2.396 -1.405
H -3.062 2.603 -2.661
H -1.555 1.689 -2.651
H -2.041 2.594 -1.217

Output
max |F| = 1.4 eV/A
charge = +3
HOMO-LUMO gap = 8.077 eV
calculated total energy = -158558.184 eV
multiplicity = 1
energy relative to the best compared isomer or geometry (same formula, charge and spin) = 0.0 kcal per mole
E_HOMO = -15.66 eV

Here are the Mulliken charges for atoms 1 to 4, given in e:
1 Y 0.73
2 F -0.24
3 C 0.59
4 C 0.30